1.
Molecular formula: C3H3FN2O
Method: DFT, ωB97M-V/def2-TZVPD

Geometry as XYZ:
```
10
Properties=species:S:1:pos:R:3:mulliken_charge:R:1
C -0.38 0.21 0.03 0.197
C 1.49 -0.44 -0.61 -0.398
C 0.55 -0.69 0.37 0.530
H -2.33 1.01 0.02 0.300
H -1.37 0.93 1.67 0.253
H 2.23 -1.08 -0.78 0.421
N -1.57 0.50 0.73 -0.540
N -0.28 0.57 -1.28 -0.411
O 0.86 0.05 -1.68 -0.069
F 0.80 -1.05 1.54 -0.283
```

Computed properties:
Total charge ... 0
HOMO level ... -9.243 eV
Multiplicity ... 1
Energy ... -10900.8723 eV
LUMO level ... 0.643 eV

=====

2.
Molecular formula: C3H3FN2O
Method: DFT, ωB97M-V/def2-TZVPD

Geometry as XYZ:
```
10
Properties=species:S:1:pos:R:3:mulliken_charge:R:1
C 0.42 -0.15 -0.03 0.497
C -0.06 1.11 -0.02 -0.276
C -1.71 -0.17 -0.06 0.462
H 1.83 -1.38 0.61 0.251
H 2.39 -0.04 -0.22 0.251
H 0.48 2.07 0.01 0.350
N 1.66 -0.75 -0.14 -0.514
N -1.47 1.08 -0.04 -0.477
O -0.66 -1.00 -0.06 -0.323
F -2.89 -0.76 -0.05 -0.220
```

Computed properties:
Total charge ... 0
HOMO level ... -8.701 eV
Multiplicity ... 1
Energy ... -10904.1769 eV
LUMO level ... 0.729 eV

=====

- Which formula does entry 2 have?
  C3H3FN2O

=====

Copy entry 2 word for word.
Molecular formula: C3H3FN2O
Method: DFT, ωB97M-V/def2-TZVPD

Geometry as XYZ:
```
10
Properties=species:S:1:pos:R:3:mulliken_charge:R:1
C 0.42 -0.15 -0.03 0.497
C -0.06 1.11 -0.02 -0.276
C -1.71 -0.17 -0.06 0.462
H 1.83 -1.38 0.61 0.251
H 2.39 -0.04 -0.22 0.251
H 0.48 2.07 0.01 0.350
N 1.66 -0.75 -0.14 -0.514
N -1.47 1.08 -0.04 -0.477
O -0.66 -1.00 -0.06 -0.323
F -2.89 -0.76 -0.05 -0.220
```

Computed properties:
Total charge ... 0
HOMO level ... -8.701 eV
Multiplicity ... 1
Energy ... -10904.1769 eV
LUMO level ... 0.729 eV